No. 1
Computed, not measured: an isolated molecule of C18H23N3O8S in a non-equilibrium geometry, with ωB97M-V with the def2-TZVPD basis set.

SMILES: CCOC(=O)Cn1c(=O)oc2cc(S(=O)(=O)N3CCN(C(=O)OCC)CC3)ccc21
Energy above the lowest of the compared OMol25 structures with the same formula, charge and spin (kJ/mol): 67.4
Molar mass (g/mol): 441.46
Orbital gap (eV): 9.2869
E (a.u.): -1864.1499
Total charge: 0
E_HOMO (eV): -8.91

CARTESIAN COORDINATES (ANGSTROEM)
C (-2.78, -2.91, 0.70)
C (-3.94, -2.95, -0.29)
H (-4.67, -3.70, 0.00)
H (-3.58, -3.14, -1.30)
O (-4.59, -1.67, -0.37)
C (-5.56, -1.42, 0.51)
O (-5.97, -2.19, 1.33)
C (-6.09, 0.00, 0.32)
N (-5.13, 0.86, -0.29)
C (-3.86, 1.12, 0.15)
C (-3.19, 0.81, 1.33)
C (-1.88, 1.23, 1.44)
C (-1.27, 1.94, 0.41)
C (-1.92, 2.26, -0.77)
C (-3.23, 1.84, -0.87)
O (-4.10, 1.99, -1.91)
C (-5.27, 1.37, -1.57)
O (-6.24, 1.30, -2.26)
H (-1.42, 2.82, -1.53)
S (0.44, 2.40, 0.64)
O (0.86, 3.16, -0.51)
O (0.61, 2.98, 1.93)
N (1.13, 0.87, 0.68)
C (2.33, 0.76, 1.50)
H (2.16, 1.35, 2.39)
C (3.56, 1.26, 0.74)
N (3.67, 0.56, -0.53)
C (4.53, -0.46, -0.76)
O (4.48, -1.16, -1.75)
O (5.45, -0.58, 0.22)
C (6.48, -1.54, -0.02)
C (7.57, -0.98, -0.92)
H (8.37, -1.71, -1.03)
H (7.16, -0.76, -1.91)
H (7.98, -0.07, -0.50)
H (6.04, -2.43, -0.48)
H (6.87, -1.78, 0.97)
C (2.50, 0.72, -1.37)
H (2.65, 0.13, -2.28)
C (1.25, 0.24, -0.62)
H (0.35, 0.48, -1.18)
H (1.30, -0.84, -0.46)
H (2.39, 1.78, -1.62)
H (4.47, 1.10, 1.32)
H (3.44, 2.33, 0.53)
H (2.46, -0.30, 1.76)
H (-1.30, 1.03, 2.33)
H (-3.68, 0.26, 2.12)
H (-6.97, -0.04, -0.34)
H (-6.41, 0.38, 1.30)
H (-2.10, -2.10, 0.45)
H (-2.25, -3.86, 0.68)
H (-3.16, -2.75, 1.71)

From a natural (NBO) analysis of the wavefunction, the atomic charges in e read: -0.635 -0.076 0.204 0.196 -0.510 0.786 -0.583 -0.326 -0.437 0.209 -0.276 -0.161 -0.346 -0.216 0.241 -0.432 0.880 -0.583 0.263 2.318 -0.948 -0.936 -0.675 -0.243 0.243 -0.238 -0.452 0.893 -0.664 -0.530 -0.067 -0.636 0.216 0.225 0.209 0.200 0.186 -0.249 0.248 -0.240 0.218 0.210 0.224 0.241 0.206 0.204 0.241 0.233 0.277 0.235 0.214 0.223 0.219


No. 2
Computed, not measured: an isolated molecule of C18H23NO2S, with ωB97M-V with the def2-TZVPD basis set.

SMILES: CCCCc1c(C)nc2ccc(C)cc2c1SCCC(=O)O
Energy above the lowest of the compared OMol25 structures with the same formula, charge and spin (kJ/mol): 3.8
Molar mass (g/mol): 317.45
Orbital gap (eV): 8.6974
E (a.u.): -1303.1704
Total charge: 0
E_HOMO (eV): -8.42

CARTESIAN COORDINATES (ANGSTROEM)
C (-3.60, -3.35, 0.71)
C (-4.22, -1.96, 0.80)
C (-3.18, -0.84, 0.79)
H (-2.45, -1.02, 1.59)
H (-3.67, 0.11, 0.99)
C (-2.42, -0.74, -0.54)
C (-1.48, 0.42, -0.51)
C (-0.23, 0.31, 0.06)
C (0.63, 1.44, 0.16)
C (1.87, 1.45, 0.81)
C (2.66, 2.57, 0.83)
C (2.21, 3.73, 0.18)
C (0.99, 3.78, -0.43)
C (0.16, 2.64, -0.45)
N (-1.05, 2.72, -1.03)
C (-1.84, 1.69, -1.04)
C (-3.18, 1.90, -1.68)
H (-3.99, 1.64, -1.00)
H (-3.28, 1.30, -2.58)
H (-3.27, 2.95, -1.96)
H (0.63, 4.67, -0.90)
H (2.84, 4.61, 0.20)
C (3.99, 2.57, 1.52)
H (4.79, 2.69, 0.79)
H (4.15, 1.64, 2.06)
H (4.05, 3.40, 2.22)
H (2.19, 0.55, 1.33)
S (0.33, -1.26, 0.70)
C (1.73, -1.58, -0.44)
C (2.90, -2.22, 0.31)
C (4.05, -2.39, -0.65)
O (5.01, -1.67, -0.73)
O (3.88, -3.45, -1.45)
H (4.61, -3.53, -2.08)
H (2.60, -3.19, 0.69)
H (3.22, -1.58, 1.13)
H (2.02, -0.62, -0.88)
H (1.37, -2.24, -1.22)
H (-3.13, -0.65, -1.36)
H (-1.84, -1.66, -0.68)
H (-4.91, -1.81, -0.03)
H (-4.79, -1.89, 1.72)
H (-4.37, -4.11, 0.83)
H (-3.13, -3.51, -0.26)
H (-2.85, -3.48, 1.48)

From a natural (NBO) analysis of the wavefunction, the atomic charges in e read: -0.608 -0.391 -0.379 0.201 0.201 -0.445 -0.048 -0.126 -0.041 -0.227 0.005 -0.213 -0.170 0.128 -0.416 0.246 -0.650 0.216 0.219 0.240 0.224 0.211 -0.629 0.224 0.216 0.218 0.212 0.202 -0.501 -0.519 0.795 -0.586 -0.689 0.500 0.233 0.236 0.236 0.226 0.212 0.231 0.193 0.202 0.210 0.201 0.204


No. 3
Computed, not measured: an isolated molecule of C18H23NO3S, with ωB97M-V with the def2-TZVPD basis set.

SMILES: Cc1cc(=O)oc2cc(OCCSCCN3CCCC3)ccc12
Energy above the lowest of the compared OMol25 structures with the same formula, charge and spin (kJ/mol): 162.7
Molar mass (g/mol): 333.45
Orbital gap (eV): 8.6666
E (a.u.): -1378.3583
Total charge: 0
E_HOMO (eV): -8.46

CARTESIAN COORDINATES (ANGSTROEM)
C (-0.98, -5.37, -4.67)
C (-0.96, -5.55, -3.19)
C (-0.98, -6.78, -2.63)
C (-0.95, -6.99, -1.19)
O (-0.96, -8.07, -0.65)
O (-0.91, -5.87, -0.40)
C (-0.90, -4.63, -0.93)
C (-0.86, -3.56, -0.04)
C (-0.85, -2.25, -0.50)
C (-0.87, -2.02, -1.88)
C (-0.91, -3.07, -2.76)
C (-0.92, -4.40, -2.32)
H (-0.92, -2.87, -3.82)
H (-0.85, -1.01, -2.28)
O (-0.83, -1.30, 0.46)
C (-0.77, 0.06, 0.09)
C (0.64, 0.48, -0.34)
H (1.04, -0.25, -1.05)
H (1.31, 0.55, 0.51)
S (0.64, 2.06, -1.25)
C (0.22, 3.25, 0.06)
C (1.35, 3.45, 1.06)
N (1.08, 4.60, 1.89)
C (-0.01, 4.43, 2.84)
C (0.33, 5.31, 4.05)
H (0.53, 4.69, 4.92)
H (-0.48, 5.99, 4.31)
C (1.60, 6.05, 3.63)
H (2.25, 6.29, 4.46)
H (1.34, 6.97, 3.11)
C (2.23, 5.08, 2.64)
H (2.94, 5.55, 1.97)
H (2.74, 4.26, 3.18)
H (-0.95, 4.74, 2.36)
H (-0.13, 3.38, 3.14)
H (1.48, 2.53, 1.67)
H (2.28, 3.64, 0.51)
H (-0.70, 2.93, 0.54)
H (0.04, 4.19, -0.47)
H (-1.06, 0.60, 1.00)
H (-1.49, 0.30, -0.70)
H (-0.85, -3.76, 1.02)
H (-1.00, -7.68, -3.22)
H (-1.01, -6.33, -5.17)
H (-1.86, -4.79, -4.97)
H (-0.10, -4.83, -5.00)

From a natural (NBO) analysis of the wavefunction, the atomic charges in e read: -0.649 0.113 -0.353 0.739 -0.563 -0.473 0.428 -0.316 0.342 -0.333 -0.137 -0.213 0.217 0.224 -0.485 -0.083 -0.563 0.238 0.222 0.188 -0.529 -0.224 -0.442 -0.226 -0.413 0.204 0.214 -0.403 0.213 0.206 -0.213 0.202 0.157 0.194 0.167 0.157 0.209 0.209 0.238 0.198 0.185 0.239 0.231 0.227 0.228 0.228